C3H3CuO as an isolated structure, computed with the ωB97M-V functional and the def2-TZVPD basis.

Element x y z (Å)
C: -1.719604 -0.309954 -0.048785
C: -1.285717 -0.475785 1.074302
H: -2.202134 -0.144870 -0.997446
H: -1.089205 -0.728467 2.103187
C: 1.427889 -0.009736 -0.338370
O: 1.001672 1.159128 -0.548932
Cu: 2.987335 1.350754 -0.390367
H: 0.879763 -0.841070 -0.853588

Forces on the atoms, in the same order (eV/Å):
C 0.22 -0.18 1.53
C -1.09 -0.15 -1.26
H 0.44 -0.02 0.33
H 0.23 0.26 -0.49
C -1.36 3.13 -1.24
O 0.84 -3.02 0.59
Cu 0.38 -0.12 0.14
H 0.35 0.11 0.41

Summary:
Energy relative to the best compared isomer or geometry (same formula, charge and spin) (kcal/mol): 2.5
2S+1: 3
LUMO level (alpha / beta) (eV): -0.292 / -1.231
Charge: 0

One molecule with the formula C4H6N2S2, computed with the ωB97M-V functional and the def2-TZVPD basis.

Element x y z (Å)
C: -0.974124 -0.976064 0.065298
C: -0.194920 -0.228074 -0.922218
C: 0.642583 1.479189 1.186698
C: 1.643650 1.852377 1.975566
H: -2.050568 -2.472190 1.650496
H: -1.034100 -2.042375 2.947767
H: -1.796373 -1.564238 -0.369070
H: -0.398669 1.548473 1.474853
H: 1.466770 2.287908 2.953507
H: 2.689954 1.768145 1.673141
N: -1.512072 -1.743186 2.105993
N: -0.683255 -1.029496 1.313632
S: -0.347265 -0.577092 -2.516950
S: 0.958961 1.021998 -0.489308

Forces on the atoms, in the same order (eV/Å):
C -0.10 -0.26 0.24
C 0.32 0.25 -0.10
C 0.20 0.06 0.09
C 0.17 0.07 -0.08
H -0.02 -0.02 0.01
H -0.21 0.04 -0.19
H 0.14 0.17 0.15
H 0.10 0.04 0.05
H -0.11 -0.11 -0.09
H -0.34 -0.01 -0.02
N 0.38 -0.09 0.25
N -0.27 0.16 -0.64
S -0.01 0.01 0.32
S -0.24 -0.30 0.02

Summary:
Energy relative to the best compared isomer or geometry (same formula, charge and spin) (kcal/mol): 58.3
Structure (SMILES): C=CSC(=S)/C=N/N
LUMO level (eV): -0.700
Charge: 0

C16H20FN3O4S as an isolated structure, computed with the ωB97M-V functional and the def2-TZVPD basis.

Element x y z (Å)
O: 1.544266 -1.445155 -4.758788
C: 1.338577 -1.050360 -3.752149
N: 2.007900 -0.051163 -3.220520
H: 2.524769 0.632849 -3.787150
N: 1.654376 0.925837 -1.982966
C: 0.602209 1.852496 -2.051031
O: 0.191662 2.302932 -3.111569
C: 0.232087 2.418645 -0.816555
H: 0.645466 3.414696 -0.730693
C: 0.397416 1.717514 0.423471
N: -0.231294 0.181736 0.469897
S: 0.660771 -0.991731 1.158962
O: -0.119480 -1.892528 0.701152
O: 1.877282 -0.895680 0.584053
C: 0.621798 -0.609746 2.829142
C: 1.411252 0.051292 3.507146
C: 1.359882 0.445032 4.747877
C: 0.237739 -0.049901 5.561747
C: -0.632108 -0.874507 4.784358
C: -0.732722 -1.100485 3.565321
H: -1.309758 -1.559917 3.052809
H: -1.709074 -1.190580 5.577562
H: 0.238564 0.007024 6.591997
F: 2.263999 0.878925 5.479301
H: 2.671268 0.175220 2.872298
C: -1.665722 0.392524 0.220531
C: -2.083091 1.349312 -0.992002
C: -1.366057 2.391554 -1.030676
H: -1.930490 3.194699 -0.112058
H: -1.704517 3.065939 -1.985200
H: -1.660488 0.491173 -1.845301
H: -3.025024 1.298528 -0.999261
H: -2.123577 0.876657 1.155082
H: -2.012570 -0.485350 0.290052
H: -0.015176 2.320003 1.341506
H: 1.447810 1.317198 0.594459
H: 1.908044 0.307062 -1.086550
C: 0.110231 -1.785850 -2.690549
C: -0.984642 -2.134267 -3.270636
C: -0.055996 -3.295638 -2.904454
H: -0.310759 -3.777450 -2.275693
H: 0.299490 -3.690858 -3.727729
H: -1.867708 -1.962250 -2.549808
H: -1.190390 -1.661150 -4.273361
H: 0.483787 -1.504282 -1.554024

Forces on the atoms, in the same order (eV/Å):
O 2.12 -4.43 -11.13
C -6.21 0.70 11.47
N 1.76 6.82 4.03
H -0.34 -1.21 -0.29
N 0.78 -4.90 -0.17
C 3.15 -1.75 -4.10
O 0.44 -0.83 0.47
C -4.73 0.88 0.90
H -0.36 0.42 -0.10
C 1.84 -4.62 4.54
N 0.58 8.40 -1.60
S 1.42 12.21 3.86
O -10.36 -15.82 -3.27
O 7.97 0.88 -1.55
C -9.80 -5.97 -1.98
C 11.80 3.75 -3.31
C -7.40 -3.00 6.39
C 2.26 -0.23 -6.25
C -5.13 1.40 11.66
C 11.43 5.56 -2.79
H -7.48 -5.75 -5.95
H 3.29 0.51 -2.61
H -0.17 0.30 1.84
F 4.91 2.87 1.63
H -3.85 0.05 2.05
C 1.79 6.01 2.92
C 4.85 -15.69 -0.35
C 2.72 16.52 0.05
H 1.95 -1.91 -2.02
H 1.36 -1.49 2.15
H -1.39 2.35 1.23
H -7.37 0.40 -0.40
H 0.59 -0.09 -0.72
H -3.47 -6.70 -0.74
H 0.84 -1.17 -1.72
H -0.77 1.75 0.14
H -1.21 2.11 -2.50
C 13.51 3.33 5.16
C -9.94 -0.36 -1.89
C 3.13 13.93 -12.01
H -5.63 -10.76 14.49
H 2.31 -1.97 -3.74
H 0.71 -0.69 -1.48
H 0.19 -1.34 0.78
H -2.07 -0.46 -3.07

Summary:
Energy relative to the best compared isomer or geometry (same formula, charge and spin) (kcal/mol): 467.0
LUMO level (eV): -0.674
Charge: 0

A 2-piece molecular cluster, C3H8O3S overall, computed with the ωB97M-V functional and the def2-TZVPD basis.

Element x y z (Å)
O: -4.121348 -0.060970 -2.621558
H: -3.438128 -0.688229 -2.292928
H: -4.290468 0.541710 -1.862318
O: 1.831070 1.030050 2.546081
O: 2.226080 -0.524570 0.959581
S: 0.813490 0.610870 -1.525338
C: 2.611339 0.404470 1.841061
C: 0.810400 -0.902829 0.805371
C: 0.049910 0.291960 0.066411
H: -0.337340 0.504810 -2.223078
H: 3.712279 0.522170 1.882641
H: 0.842130 -1.864449 0.257881
H: 0.302490 -1.082709 1.772391
H: -0.039090 1.275700 0.566191
H: -0.972809 -0.057990 -0.172388

Forces on the atoms, in the same order (eV/Å):
O 0.58 -0.02 1.13
H -0.77 0.67 -0.33
H 0.19 -0.66 -0.80
O 1.38 -0.84 -0.99
O 0.00 -0.65 -0.09
S 0.00 0.02 -0.95
C -2.01 0.71 1.20
C -0.30 1.94 0.30
C -0.37 -1.34 0.22
H 0.39 0.10 -0.02
H -0.47 -0.15 -0.27
H -0.07 0.92 -0.07
H 0.64 0.23 -0.21
H 0.32 -1.06 0.47
H 0.48 0.13 0.43

Summary:
Energy relative to the best compared isomer or geometry (same formula, charge and spin) (kcal/mol): 27.8
Structure (SMILES): O=COCCS.O
LUMO level (eV): 0.255
Charge: 0

A 3-piece molecular cluster, C9H26ClNO9P2 overall, computed with the ωB97M-V functional and the def2-TZVPD basis.

Element x y z (Å)
C: -1.136286 1.798120 -3.029787
O: -0.244582 0.795874 -2.589147
C: 1.039690 0.878452 -3.156707
C: 2.073912 1.453904 -2.141679
N: 1.680833 1.052772 -0.802745
Cl: 2.552788 1.916119 0.405095
H: -1.061550 1.975002 -4.105120
H: -0.964588 2.738357 -2.495270
H: -2.140653 1.453001 -2.792506
H: 1.359980 -0.145134 -3.362144
H: 1.056311 1.468958 -4.073224
H: 3.034788 1.020541 -2.443363
H: 2.127908 2.535827 -2.225297
H: 1.805425 0.055027 -0.676724
C: 5.032822 -0.041877 2.605842
O: 5.492873 -1.269877 1.997123
P: 4.367799 -2.275612 1.448055
O: 3.547431 -2.669157 2.609189
O: 5.436835 -3.391850 0.998923
C: 6.294088 -3.971776 1.979692
O: 3.483546 -2.427033 0.127426
C: 2.762241 -3.656164 -0.013987
H: 5.869789 0.650907 2.628242
H: 4.222158 0.388753 2.025537
H: 4.698214 -0.235274 3.623209
H: 5.808543 -4.010479 2.955124
H: 7.222105 -3.405058 2.049601
H: 6.525018 -4.984501 1.655269
H: 1.988980 -3.734756 0.746822
H: 3.437588 -4.507024 0.040051
H: 2.296107 -3.628414 -0.996419
C: -2.865062 0.106054 0.323093
O: -4.250508 0.288178 -0.048949
P: -4.969482 1.660710 0.379984
O: -4.933222 1.710471 1.854348
O: -6.395268 1.213336 -0.222178
C: -7.030255 0.042162 0.284436
O: -5.076217 3.150144 -0.175781
C: -6.063546 3.985683 0.436686
H: -2.454252 -0.691195 -0.290348
H: -2.291071 1.014003 0.150378
H: -2.799972 -0.181414 1.370547
H: -6.781025 -0.119717 1.333503
H: -6.739418 -0.827643 -0.304112
H: -8.105021 0.185612 0.190756
H: -5.804948 4.185066 1.474153
H: -7.049120 3.529892 0.370800
H: -6.061726 4.921028 -0.118397

Forces on the atoms, in the same order (eV/Å):
C -0.06 0.07 0.44
O -0.26 -0.02 -0.75
C 0.45 -0.22 1.16
C -0.22 -0.43 -0.79
N -0.43 0.40 -0.18
Cl 0.21 -0.27 0.01
H 0.01 -0.05 -0.05
H 0.03 0.07 -0.07
H -0.06 0.02 -0.05
H -0.15 -0.04 -0.26
H 0.01 -0.06 -0.10
H 0.22 0.33 0.08
H -0.05 0.08 0.30
H 0.27 0.04 0.31
C 0.05 0.11 0.25
O -1.10 1.45 -1.84
P 0.92 -4.40 2.24
O -0.40 0.62 -0.11
O -0.10 -0.08 -0.11
C 0.15 0.02 0.04
O 0.72 2.37 -0.43
C -0.39 -0.25 -0.08
H 0.05 -0.08 -0.10
H -0.02 0.13 0.05
H -0.05 -0.13 -0.04
H -0.04 0.04 -0.01
H -0.02 0.05 0.03
H -0.05 0.01 -0.04
H 0.10 0.04 0.11
H 0.07 0.06 0.07
H 0.08 0.10 -0.02
C 0.15 -0.17 0.14
O 1.48 1.72 -1.37
P -4.09 -1.35 2.63
O 0.68 0.26 -0.06
O -0.08 0.12 0.00
C -0.01 -0.14 -0.06
O 1.95 -0.72 -1.41
C -0.14 0.42 0.20
H -0.12 0.03 -0.12
H 0.08 -0.03 0.02
H -0.09 0.12 0.04
H 0.04 0.03 0.00
H 0.06 -0.02 0.02
H 0.01 0.06 -0.01
H 0.03 -0.15 0.02
H 0.05 -0.10 0.00
H 0.08 -0.07 -0.08

Summary:
Structure (SMILES): COP(=O)(OC)OC.COP(=O)(OC)OC.COCCNCl
LUMO level (eV): 0.451
Charge: 0

A 6-piece molecular cluster, C5H23N2O6 overall, computed with the ωB97M-V functional and the def2-TZVPD basis.

Element x y z (Å)
N: 0.045033 -1.964095 1.381713
C: 1.064408 -0.849680 1.210578
C: 1.453296 -0.740894 -0.251199
N: 0.346507 -0.678817 -1.159831
C: 0.482218 -1.549353 -2.334854
C: -0.122374 0.656174 -1.454445
C: -1.622037 0.858936 -1.503540
O: -2.421081 0.162871 -0.921854
H: -0.396217 -1.740930 2.308066
H: 0.479648 -2.884554 1.462591
H: -0.668826 -1.903327 0.630432
H: 0.641134 0.076362 1.616384
H: 1.947405 -1.101488 1.806579
H: 2.103931 0.153529 -0.303527
H: 2.180099 -1.554115 -0.431291
H: -0.503284 -1.619705 -2.799702
H: 0.640206 -2.548632 -1.894526
H: 1.266624 -1.397247 -3.081371
H: 0.377177 1.058722 -2.365208
H: 0.380312 1.380068 -0.728406
H: -1.991890 1.777004 -1.982245
H: 1.016106 3.431258 -3.427732
H: 1.372839 2.160211 -4.153370
O: 1.331884 2.535823 -3.267371
H: 2.286796 1.502495 2.870110
H: 3.031023 1.953767 1.621992
O: 2.909003 1.186004 2.199177
H: 0.008677 3.271697 2.166858
H: -0.390979 1.844750 2.213761
O: 0.007993 2.485236 1.607951
H: -2.457250 -1.589192 -0.090955
H: -3.075663 -2.961195 0.235620
O: -2.250968 -2.464513 0.301020
H: -2.167161 -0.123831 2.425515
H: -1.666533 -0.128520 3.859388
O: -1.353121 -0.121729 2.945537

Forces on the atoms, in the same order (eV/Å):
N 0.69 1.35 1.55
C 0.05 -0.41 0.10
C 1.63 0.56 0.57
N -0.20 -0.49 -0.36
C -0.92 -1.26 1.17
C 1.60 1.09 -0.23
C 0.55 0.32 1.06
O -0.07 -0.49 -0.07
H -0.11 -0.38 -1.11
H -0.19 0.13 -0.45
H 0.35 -0.56 0.35
H -0.04 -0.50 -0.29
H -0.24 0.15 -0.08
H -0.21 -0.16 -0.07
H -0.72 0.00 -0.50
H 0.18 0.15 -0.30
H 0.08 0.14 -0.49
H 0.08 0.67 0.19
H -0.81 -0.41 0.22
H -1.30 -0.64 -0.41
H 0.19 0.02 -0.30
H 0.05 0.12 0.12
H 0.15 -0.06 -0.05
O 0.03 0.26 -0.38
H 0.23 -0.03 -0.20
H 0.01 -0.19 0.16
O -0.12 0.32 0.04
H 0.10 0.29 -0.32
H -0.13 -0.24 -0.23
O -0.10 -0.05 0.62
H 0.04 -0.20 -0.19
H 0.18 -0.08 0.01
O -0.86 0.45 -0.27
H -0.02 0.03 -0.11
H 0.09 0.05 0.02
O -0.26 0.05 0.24

Summary:
Energy relative to the best compared isomer or geometry (same formula, charge and spin) (kcal/mol): 64.6
LUMO level (eV): -2.731
Charge: +1

Number 1: maximum force 3.63 eV/A. Number 2: maximum force 0.72 eV/A. Number 3: maximum force 19.19 eV/A. Number 4: maximum force 2.44 eV/A. Number 5: maximum force 5.05 eV/A. Number 6: maximum force 2.17 eV/A.